53
Properties=species:S:1:pos:R:3:lowdin_spin:R:1 method="wB97M-V/def2-TZVPD" max_force_ev_per_a=0.8 s2=6.07 charge=+1 homo_ev="-9.23 / -11.38" multiplicity=5 e_lumo_ev="-3.77 / -7.10"
Pd 0.136 -2.367 1.481 1.45
C -0.303 0.268 5.015 0.01
C -0.434 -0.806 4.127 0.02
N 0.308 -0.908 3.042 0.13
C 1.230 0.047 2.769 0.01
C 1.420 1.155 3.591 0.00
C 0.619 1.246 4.744 0.00
C 2.405 2.143 3.229 0.00
C 3.141 2.004 2.109 0.00
C 2.968 0.862 1.248 0.00
C 3.709 0.664 0.067 0.00
C 3.481 -0.448 -0.701 0.01
C 2.503 -1.367 -0.295 0.02
N 1.813 -1.199 0.813 0.16
C 2.026 -0.106 1.579 0.01
H -0.931 0.309 5.893 0.00
H -1.159 -1.591 4.304 0.00
H 0.737 2.092 5.410 0.00
H 2.538 2.999 3.876 0.00
H 3.878 2.748 1.837 0.00
H 4.451 1.395 -0.228 0.00
H 4.029 -0.629 -1.614 0.00
H 2.271 -2.241 -0.890 0.00
N 0.637 -4.229 2.207 0.28
C 0.708 -5.399 2.035 0.03
N 0.912 -6.619 1.891 0.23
C 0.119 -7.644 2.106 0.02
N -0.536 -8.588 2.237 0.18
C -0.901 -1.492 0.082 0.42
C -1.201 -0.684 -0.807 0.25
C -1.531 0.279 -1.753 0.35
C -2.111 -0.133 -3.026 0.02
C -1.946 -1.445 -3.487 0.06
C -2.516 -1.855 -4.678 -0.01
C -3.271 -0.965 -5.433 0.07
C -3.458 0.334 -4.980 -0.01
C -2.886 0.749 -3.790 0.06
C -1.193 1.663 -1.395 0.03
C -0.787 2.584 -2.367 0.05
C -0.418 3.870 -2.009 0.00
C -0.443 4.263 -0.677 0.06
C -0.832 3.354 0.299 0.00
C -1.201 2.067 -0.055 0.05
H -1.358 -2.145 -2.906 0.00
H -2.374 -2.872 -5.021 0.00
H -3.717 -1.286 -6.364 0.00
H -4.063 1.026 -5.550 0.00
H -3.062 1.755 -3.434 0.00
H -0.741 2.280 -3.404 0.00
H -0.106 4.569 -2.773 0.00
H -0.169 5.273 -0.402 0.00
H -0.865 3.655 1.339 0.00
H -1.524 1.367 0.708 0.00